Entry 1:
C32H28Cl2FN2O6P2Pt as an isolated structure, computed with the ωB97M-V functional and the def2-TZVPD basis.

Calculated values
Relative energy (zero: lowest compared OMol25 entry of this formula, charge and spin), kcal/mol: 19.5
HOMO-LUMO gap (spin up / spin down), eV: 7.7816 / 7.7793
LUMO level (spin up / spin down), eV: -3.38 / -3.38

```
! wB97M-V def2-TZVPD RIJCOSX def2/J DEFGRID3
* xyz 1 1
Pt 0.0558 2.7771 0.0858
O 1.2686 0.5537 0.5285
P 0.9434 -0.7105 -0.2073
C -0.3798 -0.4696 -1.4459
P -1.8790 0.4367 -0.9507
O -1.6134 1.9103 -0.6718
C -2.6211 -0.4069 0.4252
C -2.9442 0.3219 1.5637
C -3.5230 -0.3307 2.6444
C -3.7843 -1.6884 2.5758
C -3.4632 -2.4164 1.4331
C -2.8755 -1.7811 0.3565
C -2.9636 0.3522 -2.3757
C -2.5187 0.9059 -3.5771
C -3.3442 0.8942 -4.6866
C -4.6145 0.3382 -4.6007
C -5.0633 -0.2034 -3.4067
C -4.2400 -0.1986 -2.2885
C 2.3389 -1.3383 -1.1524
C 2.3176 -1.6452 -2.5099
C 3.4774 -2.0738 -3.1400
C 4.6584 -2.1865 -2.4225
C 4.6866 -1.8853 -1.0668
C 3.5284 -1.4701 -0.4325
C 0.4415 -2.0180 0.9010
C 0.0906 -1.6834 2.2065
C -0.2931 -2.6865 3.0847
C -0.3285 -4.0078 2.6605
C 0.0201 -4.3380 1.3560
C 0.4101 -3.3441 0.4742
H -0.7025 -1.4453 -1.8171
H 0.0446 0.0851 -2.2905
H -2.7112 1.3761 1.6119
H -3.7560 0.2278 3.5387
H -4.2357 -2.1922 3.4186
H -3.6649 -3.4764 1.3880
H -2.6282 -2.3483 -0.5322
H -1.5357 1.3577 -3.6379
H -3.0027 1.3218 -5.6186
H -5.2572 0.3326 -5.4694
H -6.0552 -0.6259 -3.3399
H -4.5915 -0.6131 -1.3544
H 1.4057 -1.5619 -3.0850
H 3.4575 -2.3159 -4.1931
H 5.5603 -2.5124 -2.9200
H 5.6070 -1.9653 -0.5068
H 3.5449 -1.2488 0.6271
H 0.1078 -0.6518 2.5340
H -0.5660 -2.4298 4.0982
H -0.6240 -4.7868 3.3494
H 0.0043 -5.3694 1.0335
H 0.7121 -3.6006 -0.5338
Cl -0.7470 5.3091 -1.3726
C 0.2920 4.8888 -2.7152
Cl 0.9387 3.2136 -2.5107
H 1.1465 5.5583 -2.7478
H -0.2735 4.9050 -3.6435
F 4.6754 0.0737 3.5632
C 4.0080 1.0108 2.8945
C 2.8975 1.5593 3.3902
N 2.1972 2.5208 2.6771
C 0.9952 3.1302 3.2358
C -0.2428 2.2945 2.8738
O -0.5091 1.3427 3.5717
O -0.9390 2.6962 1.8525
C 2.5622 2.8470 1.4322
O 1.8631 3.6276 0.7123
N 3.7276 2.3607 0.9683
C 4.5359 1.3889 1.5895
O 5.5107 0.9485 1.0487
H 2.4837 1.2760 4.3473
H 0.9114 4.1429 2.8441
H 1.0998 3.1460 4.3183
H 3.9651 2.5945 0.0087
*
```

---

Entry 2:
C4H3CuFO5 as an isolated structure in a non-equilibrium geometry, computed with the ωB97M-V functional and the def2-TZVPD basis.

Calculated values
Relative energy (zero: lowest compared OMol25 entry of this formula, charge and spin), kcal/mol: 0.0
HOMO-LUMO gap (spin up / spin down), eV: 9.4337 / 6.8844
LUMO level (spin up / spin down), eV: -0.89 / -3.29

```
! wB97M-V def2-TZVPD RIJCOSX def2/J DEFGRID3
* xyz 0 2
C 1.5939 -0.5475 -0.4549
C 0.9051 0.5951 -1.2127
F 2.7505 -0.0489 0.0975
H 1.8758 -1.3684 -1.1252
H 0.8110 1.4729 -0.5639
H 1.5806 0.8676 -2.0339
O -0.3245 0.2112 -1.7853
C -1.5452 0.4697 -1.1566
O -2.5067 0.2334 -1.8631
O 0.2269 0.7353 1.6229
Cu -1.6089 0.8745 0.9176
O -1.0155 -1.0692 1.7607
O 0.7922 -1.1461 0.5161
C 0.0414 -0.4966 1.4303
*
```